C9H14N2 | ωB97M-V/def2-TZVPD

Each line ends with the Mulliken charge.
CARTESIAN COORDINATES (ANGSTROEM)
C (3.318, 0.612, 0.036)  0.433
C (3.524, -1.560, -0.621)  0.176
C (-1.686, -1.239, 0.940)  -2.015
C (-1.256, -0.843, -1.416)  -1.764
C (0.406, 0.624, 1.719)  -1.256
C (0.100, 1.592, -0.544)  -1.327
C (2.798, -0.411, -0.609)  -0.363
C (-0.629, -0.792, -0.008)  1.233
C (0.132, 0.399, 0.394)  0.604
N (3.952, 1.508, 0.565)  -0.485
N (4.034, -2.601, -0.504)  -0.493
H (-1.317, -1.837, 1.661)  0.535
H (-2.262, -1.880, 0.390)  0.538
H (-2.207, -0.405, 1.384)  0.415
H (-0.572, -0.299, -2.038)  0.393
H (-1.521, -1.793, -1.835)  0.425
H (-2.080, -0.228, -1.359)  0.482
H (0.772, 1.606, 2.054)  0.364
H (0.522, -0.229, 2.408)  0.248
H (3.779, 1.902, 1.540)  0.323
H (0.433, 1.445, -1.564)  0.367
H (0.848, 2.352, -0.109)  0.382
H (-0.940, 2.078, -0.627)  0.289
H (2.197, -0.379, -1.424)  0.455
H (0.104, -1.686, 0.077)  0.040

Its SMILES is C=C(C)C(C)C.N#CC=C=N. The value obtained for the strongest force on any atom is 5.01 eV/A. Its energy above the lowest of the compared OMol25 structures with the same formula, charge and spin is 4.357 eV. The HOMO-LUMO gap is 9.488 eV. As for the total energy: -460.6924 hartree.



C4H5N | ωB97M-V/def2-TZVPD

Each line ends with the Mulliken charge.
CARTESIAN COORDINATES (ANGSTROEM)
C (0.766, 0.836, -0.263)  -0.989
C (0.396, -0.427, 0.395)  0.342
N (0.981, -1.596, 0.066)  -0.644
C (-1.027, -0.228, 0.105)  -0.621
C (-2.217, -0.076, -0.042)  0.318
H (1.964, -1.424, -0.156)  0.242
H (0.964, 0.735, -1.325)  0.344
H (0.561, 1.849, 0.071)  0.326
H (0.885, 0.396, 1.273)  0.232
H (-3.272, -0.066, -0.124)  0.450

The value obtained for the strongest force on any atom is 2.92 eV/A. Its energy above the lowest of the compared OMol25 structures with the same formula, charge and spin is 7.499 eV. The HOMO-LUMO gap (alpha / beta) is 8.485 / 7.331 eV. As for the total energy: -209.8881 hartree.



C19H19NO2S | ωB97M-V/def2-TZVPD

Each line ends with the Mulliken charge.
CARTESIAN COORDINATES (ANGSTROEM)
O (4.084, 0.676, 1.931)  -0.638
O (2.559, -0.168, -2.370)  -0.581
S (3.255, -1.978, 0.260)  -0.141
C (3.581, 0.802, 0.834)  -0.084
C (2.832, 0.377, -1.299)  0.013
C (-1.284, 3.647, 2.346)  -0.429
C (-3.492, -1.568, -0.058)  -0.406
C (-0.767, 4.367, 1.217)  -0.547
C (-0.408, 2.833, 3.095)  -0.668
C (-2.958, -2.559, 0.820)  -0.656
C (-2.671, -0.929, -0.996)  -0.835
C (0.604, 4.285, 0.906)  -0.438
C (0.935, 2.705, 2.720)  -0.278
C (-1.630, -2.890, 0.734)  -0.292
C (-1.311, -1.279, -1.039)  -0.163
C (1.448, 3.446, 1.668)  0.586
C (-0.805, -2.273, -0.194)  0.334
N (3.001, 2.000, 0.398)  0.238
C (3.717, -0.270, -0.236)  0.786
C (2.329, 1.801, -0.930)  -0.379
C (2.889, 3.239, 1.217)  -1.316
C (1.463, -1.932, 0.730)  -0.777
C (0.609, -2.683, -0.292)  -0.811
H (-2.334, 3.725, 2.634)  0.374
H (-4.528, -1.381, 0.015)  0.422
H (-1.432, 5.031, 0.667)  0.388
H (-0.731, 2.200, 3.898)  0.378
H (-3.596, -3.049, 1.521)  0.414
H (-3.081, -0.248, -1.710)  0.425
H (0.946, 4.836, 0.066)  0.405
H (1.570, 2.048, 3.246)  0.509
H (-1.320, -3.676, 1.406)  0.365
H (-0.656, -0.855, -1.784)  0.425
H (4.728, -0.288, -0.661)  0.268
H (2.671, 2.555, -1.676)  0.277
H (1.245, 1.870, -0.884)  0.264
H (3.504, 3.192, 2.144)  0.391
H (3.190, 4.134, 0.674)  0.472
H (1.120, -0.902, 0.913)  0.338
H (1.323, -2.391, 1.704)  0.535
H (0.969, -2.468, -1.309)  0.420
H (0.660, -3.756, -0.102)  0.413

Its SMILES is O=C1CN(Cc2ccccc2)C(=O)[C@H]1SCCc1ccccc1. The value obtained for the strongest force on any atom is 3.50 eV/A. Its energy above the lowest of the compared OMol25 structures with the same formula, charge and spin is 0.000 eV. The HOMO-LUMO gap is 9.096 eV. As for the total energy: -1338.8244 hartree.